Entry from OMol25: C28H35CaN5P2S as an isolated structure at a distorted geometry (the ωB97M-V functional and the def2-TZVPD basis).

Atoms and positions in Å:
Ca 0.068 -1.867 0.780
C 4.281 -1.623 0.635
C 4.016 -0.371 0.220
C 4.098 0.076 -1.210
C 3.318 -0.897 -2.184
C 2.067 -1.496 -1.621
C 2.058 -2.667 -0.938
C 3.336 -3.497 -0.890
C 4.587 -2.762 -0.294
C -3.645 -1.027 1.668
H 4.449 -1.902 1.692
H 4.046 0.463 0.913
H 5.163 0.069 -1.533
H 3.702 1.103 -1.323
H 3.070 -0.298 -3.102
H 4.014 -1.710 -2.505
H 1.163 -1.016 -1.998
H 1.139 -3.274 -0.780
H 3.662 -3.811 -1.918
H 3.172 -4.416 -0.281
H 5.151 -3.506 0.318
H 5.271 -2.381 -1.088
H -3.679 -1.301 2.716
H -4.439 -1.409 1.075
H -3.581 0.060 1.471
P -2.112 0.169 -0.782
P -0.736 2.105 1.348
N -1.875 -1.575 -1.317
N -3.130 0.657 -2.163
N 0.288 0.666 2.089
N 0.061 3.390 2.173
C -0.460 0.814 -1.232
C -0.147 2.132 -0.460
C -2.290 -2.695 -0.530
C -2.171 -3.832 -1.302
C -1.749 -3.421 -2.597
C -1.596 -2.050 -2.607
C -4.496 0.314 -2.326
C -5.044 1.155 -3.300
C -4.017 2.085 -3.698
C -2.858 1.765 -3.003
C -0.097 -0.248 3.139
C 0.938 -1.172 3.329
C 1.985 -0.772 2.475
C 1.489 0.193 1.582
C 1.375 3.882 2.322
C 1.296 5.142 2.932
C -0.097 5.420 3.224
C -0.833 4.312 2.837
H -0.350 0.943 -2.321
H 0.338 0.102 -0.970
H 0.921 2.426 -0.459
H -0.664 2.949 -0.999
H -2.836 -2.547 0.387
H -2.452 -4.852 -1.018
H -1.591 -4.073 -3.434
H -1.394 -1.371 -3.433
H -4.946 -0.468 -1.714
H -6.047 1.118 -3.707
H -4.140 2.860 -4.462
H -1.875 2.231 -3.040
H -0.678 0.124 3.945
H 1.014 -2.023 4.030
H 3.020 -1.052 2.575
H 1.985 0.720 0.769
H 2.267 3.287 2.065
H 2.118 5.833 3.142
H -0.485 6.357 3.651
H -1.891 4.092 2.996
S -2.716 1.473 3.213
C -4.314 1.516 3.354
N -5.497 1.379 3.469

Atoms 1-3, force components in eV/Å:
-1.5 0.6 0.8
0.4 0.5 0.1
1.8 -0.4 0.4

Summary:
E_LUMO (alpha / beta) (Ha): -0.044 / -0.044
HOMO-LUMO gap (alpha / beta) (eV): 3.89 / 3.87
E_tot (Ha): -3119.88945
ΔE to the lowest compared entry with this formula, charge and spin (kcal/mol): 154.6

Atom charges from the Mulliken analysis, given in e for atoms 1 to 5: 1.25 -0.40 -0.69 -0.95 -1.21



Entry from OMol25: C28H35Cl4NO4SbSiTeZr as an isolated structure at a distorted geometry (the ωB97M-V functional and the def2-TZVPD basis).

Atoms and positions in Å:
Zr 0.394 -0.176 0.291
Cl -6.332 0.399 -1.076
C -4.780 0.587 -0.335
C -4.574 1.571 0.617
Cl -5.860 2.634 1.073
C -3.314 1.707 1.212
Cl -3.007 2.948 2.381
C -2.268 0.856 0.883
O -1.049 0.939 1.384
C -2.472 -0.127 -0.121
O -1.408 -0.832 -0.465
C -3.723 -0.254 -0.707
Cl -3.927 -1.466 -1.921
C 0.497 -3.147 4.077
Sb -0.370 -1.871 2.595
C -1.494 -3.445 1.662
C -2.077 -1.246 3.812
H -0.282 -3.843 4.384
H 0.848 -2.581 4.939
H 1.329 -3.685 3.627
H -2.402 -3.629 2.240
H -0.867 -4.334 1.644
H -1.737 -3.165 0.640
H -2.290 -1.983 4.587
H -2.938 -1.168 3.145
H -1.909 -0.271 4.271
Te 1.811 -2.541 0.136
C 1.789 4.268 -2.085
N 1.056 3.167 -1.480
C 0.431 3.460 -0.196
C 1.105 1.965 -2.011
O 0.621 0.935 -1.517
H 2.629 4.539 -1.444
H 1.128 5.127 -2.202
H 2.172 3.972 -3.059
H 1.191 3.813 0.503
H -0.047 2.580 0.230
H -0.321 4.236 -0.340
H 1.617 1.903 -2.975
C 5.146 1.640 3.661
C 4.119 0.765 2.938
C 4.846 -0.324 2.141
C 3.198 0.092 3.964
Si 3.034 1.786 1.777
O 1.801 0.896 1.221
C 2.372 3.319 2.657
C 0.997 3.404 2.904
C 0.453 4.492 3.577
C 1.270 5.525 4.013
C 2.637 5.461 3.783
C 3.176 4.367 3.120
C 4.059 2.273 0.256
C 4.743 3.478 0.084
C 5.515 3.722 -1.047
C 5.612 2.760 -2.042
C 4.932 1.557 -1.899
C 4.168 1.318 -0.764
H 5.781 1.013 4.298
H 4.670 2.387 4.300
H 5.805 2.159 2.956
H 5.428 -0.952 2.825
H 5.538 0.103 1.411
H 4.140 -0.974 1.615
H 3.790 -0.528 4.647
H 2.475 -0.557 3.466
H 2.654 0.828 4.565
H 0.337 2.614 2.563
H -0.613 4.527 3.758
H 0.845 6.373 4.536
H 3.286 6.257 4.130
H 4.251 4.329 2.984
H 4.677 4.250 0.841
H 6.041 4.664 -1.150
H 6.214 2.945 -2.923
H 5.009 0.793 -2.665
H 3.660 0.363 -0.657

Atoms 1-3, force components in eV/Å:
1.6 -2.0 0.6
0.0 0.0 0.0
0.0 0.0 0.0

Summary:
E_LUMO (Ha): 0.079
HOMO-LUMO gap (eV): 5.61
E_tot (Ha): -4129.59086
Charge: -1
ΔE to the lowest compared entry with this formula, charge and spin (kcal/mol): 2.4

Atom charges from the Mulliken analysis, given in e for atoms 1 to 5: -0.87 -0.23 0.32 0.38 -0.23



Entry from OMol25: C28H35F2N5O3PtS as an isolated structure (the ωB97M-V functional and the def2-TZVPD basis).

Atoms and positions in Å:
Pt 0.720 0.648 0.924
F 4.695 -2.536 -0.758
C 3.904 -2.181 0.272
C 2.940 -1.209 0.059
C 2.159 -0.771 1.141
C 2.354 -1.329 2.412
C 3.309 -2.342 2.534
F 3.501 -2.946 3.713
C 4.105 -2.790 1.488
C 1.518 -0.852 3.548
C 1.883 -0.951 4.891
C 1.016 -0.484 5.861
C -0.195 0.078 5.482
C -0.464 0.182 4.133
N 0.367 -0.261 3.193
H 2.889 -0.719 -0.904
H 4.855 -3.548 1.640
H 2.830 -1.380 5.168
H 1.286 -0.558 6.905
H -0.905 0.433 6.212
H -1.385 0.629 3.784
C -0.309 -1.575 -6.075
O -0.705 -0.217 -5.900
C -0.421 0.381 -4.737
C -0.823 1.749 -4.691
C -0.552 2.528 -3.570
C 0.069 2.008 -2.453
C 0.548 2.946 -1.387
C 0.174 4.398 -1.468
O 1.279 2.548 -0.488
C 0.373 0.563 -2.435
O 0.750 -0.031 -1.407
C 0.170 -0.194 -3.643
H -0.563 -1.826 -7.101
H -0.861 -2.217 -5.388
H 0.767 -1.676 -5.922
H -1.314 2.165 -5.556
H -0.814 3.574 -3.608
H 0.640 4.872 -2.332
H 0.531 4.889 -0.566
H -0.903 4.527 -1.564
H 0.426 -1.242 -3.614
C 2.914 -3.642 -2.795
N 2.625 -4.498 -1.656
C 1.677 -4.336 -0.758
N 1.468 -5.258 0.175
S 0.615 -2.948 -0.753
H 2.611 -4.143 -3.714
H 3.985 -3.437 -2.809
H 2.385 -2.702 -2.687
H 3.235 -5.299 -1.544
H 1.937 -6.153 0.163
H 0.816 -5.083 0.922
C -2.433 -0.662 0.811
C -2.484 0.743 0.235
N -2.790 1.780 1.227
C -4.222 2.011 1.456
C -4.809 3.039 0.507
C -1.834 2.498 1.798
C -2.187 3.692 2.647
N -0.570 2.203 1.636
H -2.372 -1.394 0.009
H -3.332 -0.881 1.385
H -1.566 -0.790 1.458
H -3.265 0.811 -0.525
H -1.540 1.003 -0.259
H -4.390 2.279 2.499
H -4.705 1.044 1.322
H -4.343 4.013 0.644
H -5.876 3.149 0.687
H -4.677 2.743 -0.531
H -3.228 3.992 2.600
H -1.579 4.537 2.323
H -1.930 3.478 3.685
H 0.016 2.924 2.051

Atoms 1-3, force components in eV/Å:
-0.1 0.2 0.4
0.0 0.0 0.1
0.4 -0.3 0.1

Summary:
Multiplicity: 5
E_LUMO (alpha / beta) (Ha): -0.179 / -0.303
HOMO-LUMO gap (alpha / beta) (eV): 7.82 / 5.21
E_tot (Ha): -2304.07215
⟨S²⟩: 6.0545
Charge: +2

Atom charges from the Mulliken analysis, given in e for atoms 1 to 5: 1.42 -0.41 0.35 -0.20 0.03



Entry from OMol25: a 2-piece molecular cluster, C28H35F5N3O overall at a distorted geometry (the ωB97M-V functional and the def2-TZVPD basis).

Atoms and positions in Å:
C -1.056 -1.789 1.239
C -0.882 -1.311 2.662
N -0.140 -0.066 2.908
C 1.277 0.040 2.539
C 1.653 0.188 1.072
C -0.874 1.199 2.751
C -2.159 1.153 1.955
H -1.426 -2.819 1.249
H -1.782 -1.179 0.695
H -0.107 -1.784 0.704
H -1.866 -1.145 3.119
H -0.388 -2.087 3.258
H 1.630 0.928 3.089
H 1.782 -0.827 2.976
H 2.710 0.483 1.022
H 1.552 -0.762 0.541
H 1.062 0.965 0.572
H -1.087 1.540 3.779
H -0.192 1.949 2.319
H -2.609 2.147 1.959
H -1.985 0.886 0.906
H -2.879 0.456 2.392
C 0.777 1.521 11.658
N 0.410 1.515 10.263
C -0.395 2.489 9.740
O -0.960 3.378 10.373
C -0.492 2.230 8.229
C 0.074 3.380 7.405
C -0.761 4.601 7.598
C -0.322 5.674 8.371
F 0.928 5.639 8.902
C -1.149 6.757 8.663
F -0.716 7.752 9.461
C -2.442 6.791 8.136
F -3.260 7.823 8.423
C -2.888 5.757 7.310
F -4.128 5.798 6.784
C -2.040 4.683 7.050
F -2.499 3.653 6.281
N 0.252 0.982 8.076
C 0.305 0.374 6.873
C 1.155 -0.678 6.563
C 1.138 -1.341 5.344
C 1.926 -2.520 5.054
C 1.959 -3.191 3.790
C 2.750 -4.323 3.580
C 3.541 -4.842 4.618
C 3.534 -4.207 5.862
C 2.743 -3.077 6.077
C 0.992 0.590 9.291
C 2.499 0.852 9.127
C 0.718 -0.858 9.721
H 0.300 2.380 12.131
H 0.442 0.600 12.148
H 1.862 1.591 11.785
H -1.556 2.089 7.960
H 1.104 3.591 7.726
H 0.081 3.088 6.347
H -0.367 0.774 6.108
H 1.877 -0.952 7.330
H 0.444 -0.961 4.605
H 1.362 -2.811 2.961
H 2.751 -4.805 2.603
H 4.146 -5.732 4.454
H 4.144 -4.584 6.686
H 2.755 -2.606 7.060
H 2.672 1.927 8.972
H 3.018 0.531 10.040
H 2.920 0.304 8.279
H -0.335 -0.947 10.023
H 0.903 -1.566 8.911
H 1.369 -1.115 10.566

Atoms 1-3, force components in eV/Å:
-0.1 -0.3 -0.3
0.2 0.7 0.6
0.0 0.0 -0.7

Summary:
E_LUMO (Ha): -0.177
HOMO-LUMO gap (eV): 6.13
E_tot (Ha): -1826.49845
Charge: +1
ΔE to the lowest compared entry with this formula, charge and spin (kcal/mol): 15.1

Atom charges from the Mulliken analysis, given in e for atoms 1 to 5: -1.25 -0.93 0.60 -0.47 -1.33



Entry from OMol25: C28H35HfN2 as an isolated structure at a distorted geometry (the ωB97M-V functional and the def2-TZVPD basis).

Atoms and positions in Å:
C -2.853 0.177 1.177
C -2.829 -0.463 -0.110
C -2.567 0.545 -1.093
C -2.305 1.782 -0.406
C -2.471 1.546 0.998
Hf -0.482 0.254 0.190
C 2.384 1.449 -0.182
C 1.859 1.023 1.063
H 2.445 0.313 1.658
C 0.599 1.529 1.607
H 0.412 2.611 1.501
H 0.359 1.182 2.630
C 3.695 0.932 -0.695
H 3.831 -0.128 -0.453
H 3.743 1.057 -1.783
H 4.545 1.486 -0.264
C 2.067 2.864 -0.621
H 0.994 3.101 -0.607
H 2.545 3.623 0.028
H 2.409 3.059 -1.642
C -3.204 -1.876 -0.402
H -2.927 -2.542 0.426
H -4.288 -1.979 -0.565
H -2.698 -2.242 -1.305
C -2.711 0.338 -2.561
H -2.097 -0.506 -2.907
H -3.757 0.115 -2.824
H -2.403 1.221 -3.127
C -2.129 3.121 -1.031
H -1.544 3.060 -1.951
H -3.102 3.568 -1.288
H -1.614 3.815 -0.356
C -2.471 2.586 2.062
H -1.779 3.402 1.831
H -3.469 3.030 2.180
H -2.182 2.166 3.032
C -3.497 -0.374 2.400
H -3.063 0.064 3.308
H -4.578 -0.156 2.419
H -3.389 -1.464 2.458
C 0.312 0.830 -1.751
C 1.341 -0.075 -1.546
C 0.286 1.480 -2.993
C 1.879 -0.810 -2.644
H 1.185 -0.623 -0.549
C 0.968 0.910 -4.072
H -0.278 2.399 -3.159
C 1.732 -0.253 -3.902
H 2.393 -1.751 -2.470
H 0.933 1.394 -5.050
H 2.220 -0.721 -4.756
N 0.042 -2.943 2.942
C -0.482 -1.879 2.313
N 0.214 -1.622 1.177
C 1.277 -2.571 1.118
C 2.478 -2.560 0.390
C 3.540 -3.337 0.874
C 3.396 -4.150 2.010
C 2.182 -4.195 2.710
C 1.157 -3.398 2.225
H -0.301 -3.339 3.810
H -1.266 -1.264 2.755
H 2.554 -1.962 -0.517
H 4.494 -3.302 0.347
H 4.245 -4.743 2.344
H 2.023 -4.801 3.600

Atoms 1-3, force components in eV/Å:
0.5 0.4 -1.0
-0.3 1.1 0.0
-0.3 0.2 0.9

Summary:
E_LUMO (Ha): -0.105
HOMO-LUMO gap (eV): 6.97
E_tot (Ha): -1245.21795
Charge: +1

Atom charges from the Mulliken analysis, given in e for atoms 1 to 5: 0.44 0.58 0.65 1.12 -0.03



Entry from OMol25: C28H35IrN3O as an isolated structure at a distorted geometry (the ωB97M-V functional and the def2-TZVPD basis).

Atoms and positions in Å:
Ir -1.012 -0.259 0.490
N -3.104 1.519 2.086
N -0.611 2.052 -0.434
C -0.417 -2.091 -0.277
C -1.439 -1.504 -1.126
C -2.628 -1.332 -0.333
C -3.953 -0.805 -0.805
H -3.859 -0.293 -1.777
H -4.378 -0.087 -0.083
H -4.668 -1.640 -0.938
C -2.353 -1.773 1.003
C -3.337 -1.788 2.139
H -3.892 -2.745 2.174
H -4.069 -0.971 2.029
H -2.831 -1.656 3.109
C -0.984 -2.266 1.029
C -0.310 -2.915 2.205
H -0.668 -2.497 3.160
H 0.783 -2.776 2.166
H -0.512 -4.003 2.215
C -1.301 -1.206 -2.592
H -2.098 -1.700 -3.181
H -0.333 -1.567 -2.977
H -1.361 -0.123 -2.795
C 0.942 -2.552 -0.719
H 1.725 -2.244 -0.007
H 1.214 -2.137 -1.702
H 0.976 -3.657 -0.798
C -3.657 2.118 3.149
H -4.055 1.448 3.924
C -3.751 3.508 3.304
H -4.218 3.941 4.194
C -3.226 4.315 2.282
H -3.272 5.407 2.354
C -2.638 3.708 1.172
H -2.202 4.311 0.369
C -2.587 2.296 1.102
C -1.924 1.566 0.005
H -2.595 1.427 -0.855
C 0.209 0.979 -0.351
C 0.015 3.161 -0.993
H -0.473 4.125 -1.131
C 1.293 2.752 -1.273
H 2.141 3.286 -1.697
N 1.401 1.401 -0.883
C 2.560 0.578 -1.083
C 2.740 -0.050 -2.335
C 3.857 -0.887 -2.499
H 3.999 -1.392 -3.461
C 4.779 -1.107 -1.462
C 5.984 -1.996 -1.667
H 5.886 -2.942 -1.108
H 6.905 -1.497 -1.309
H 6.130 -2.236 -2.734
C 4.562 -0.462 -0.232
H 5.269 -0.623 0.591
C 3.463 0.386 -0.015
C 3.242 1.030 1.330
H 3.301 2.129 1.271
H 3.983 0.670 2.062
H 2.233 0.794 1.710
C 1.755 0.144 -3.466
H 2.099 0.920 -4.175
H 0.770 0.467 -3.092
H 1.630 -0.792 -4.034
O -0.401 0.336 2.312
H -1.103 0.033 2.940
H 0.377 -0.236 2.523

Atoms 1-3, force components in eV/Å:
0.3 2.5 -2.9
-0.2 -2.1 0.3
0.6 0.7 -0.7

Summary:
Multiplicity: 5
E_LUMO (alpha / beta) (Ha): 0.088 / 0.031
HOMO-LUMO gap (alpha / beta) (eV): 2.51 / 5.57
E_tot (Ha): -1431.50861
⟨S²⟩: 6.0326
Charge: -1
ΔE to the lowest compared entry with this formula, charge and spin (kcal/mol): 62.2

Atom charges from the Mulliken analysis, given in e for atoms 1 to 5: 1.62 -0.06 0.81 0.30 0.93



Entry from OMol25: C28H35IrN3O as an isolated structure at a distorted geometry (the ωB97M-V functional and the def2-TZVPD basis).

Atoms and positions in Å:
Ir 0.157 -0.011 -0.140
N -1.284 -1.930 2.077
N -0.584 -2.229 -1.276
C 1.284 1.773 -0.453
C 2.160 0.665 -0.136
C 1.853 0.235 1.201
C 2.484 -0.903 1.933
H 3.026 -1.554 1.242
H 1.722 -1.499 2.450
H 3.183 -0.529 2.690
C 0.792 1.057 1.704
C 0.161 0.936 3.053
H 0.734 1.498 3.802
H 0.105 -0.113 3.361
H -0.859 1.337 3.044
C 0.456 2.014 0.695
C -0.572 3.093 0.818
H -1.365 2.806 1.518
H -1.021 3.332 -0.154
H -0.116 4.013 1.205
C 3.177 0.023 -1.015
H 4.138 -0.051 -0.498
H 3.290 0.578 -1.947
H 2.869 -0.999 -1.273
C 1.229 2.561 -1.720
H 0.186 2.685 -2.034
H 1.744 2.033 -2.524
H 1.670 3.559 -1.597
C -2.128 -2.374 3.012
H -2.299 -1.721 3.870
C -2.774 -3.612 2.914
H -3.488 -3.905 3.678
C -2.492 -4.436 1.825
H -2.977 -5.399 1.686
C -1.545 -4.005 0.902
H -1.235 -4.596 0.043
C -0.983 -2.732 1.066
C -0.036 -2.234 0.053
H 0.946 -2.739 0.091
C -0.450 -0.947 -1.698
C -0.591 -3.075 -2.388
H -0.623 -4.144 -2.273
C -0.643 -2.286 -3.481
H -0.721 -2.534 -4.522
N -0.515 -0.952 -3.059
C -0.425 0.201 -3.917
C 0.777 0.470 -4.591
C 0.821 1.580 -5.443
H 1.755 1.808 -5.961
C -0.298 2.393 -5.632
C -0.243 3.572 -6.559
H -0.278 4.518 -6.002
H -1.097 3.569 -7.247
H 0.680 3.559 -7.146
C -1.485 2.087 -4.961
H -2.373 2.703 -5.115
C -1.566 0.994 -4.097
C -2.856 0.650 -3.420
H -3.278 -0.295 -3.791
H -3.581 1.444 -3.632
H -2.750 0.569 -2.329
C 1.999 -0.386 -4.443
H 2.092 -1.103 -5.273
H 2.021 -0.951 -3.504
H 2.893 0.254 -4.471
O -2.251 0.166 0.256
H -2.366 -0.027 1.208
H -2.582 1.070 0.110

Atoms 1-3, force components in eV/Å:
-2.5 -1.5 0.7
-0.5 0.8 2.3
0.5 0.3 -2.6

Summary:
Multiplicity: 5
E_LUMO (alpha / beta) (Ha): 0.090 / 0.034
HOMO-LUMO gap (alpha / beta) (eV): 2.21 / 6.66
E_tot (Ha): -1431.57829
⟨S²⟩: 6.0133
Charge: -1
ΔE to the lowest compared entry with this formula, charge and spin (kcal/mol): 18.4

Atom charges from the Mulliken analysis, given in e for atoms 1 to 5: -0.22 -0.32 1.16 0.20 1.09